Computed, not measured: C7H11F2NO3S as an isolated structure in a non-equilibrium geometry, with ωB97M-V/def2-TZVPD.

Last column: natural (NBO) charge in e.
Cartesian coordinates (Å):
1 C -1.968 -0.361 1.016  -0.27
2 C -2.627 0.905 -0.259  0.77
3 C 1.645 -0.840 0.300  -0.23
4 C 0.442 -0.332 -1.825  -0.24
5 C 2.228 0.654 0.354  -0.08
6 C 1.066 1.085 -1.711  -0.06
7 C -1.337 0.141 2.267  -0.75
8 N 0.438 -0.840 -0.484  -0.69
9 O -0.563 -2.498 1.239  -0.93
10 O -1.667 -2.085 -0.975  -0.94
11 O 2.278 1.157 -0.954  -0.53
12 F -3.425 0.608 -1.206  -0.29
13 F -2.992 1.994 0.324  -0.31
14 S -0.911 -1.624 0.170  2.25
15 H 2.458 -1.454 -0.256  0.18
16 H 1.556 -1.225 1.205  0.22
17 H -0.560 -0.251 -2.284  0.24
18 H 0.985 -0.896 -2.523  0.20
19 H 1.627 1.229 1.172  0.15
20 H 3.234 0.841 0.818  0.21
21 H 1.221 1.310 -2.805  0.19
22 H 0.415 1.787 -1.317  0.17
23 H -0.927 1.129 2.329  0.24
24 H -2.071 0.188 3.002  0.24
25 H -0.542 -0.622 2.400  0.25

Cartesian forces, eV/Å:
C -0.546 2.387 -4.194
C 2.842 -3.617 3.836
C 3.799 2.626 -5.158
C -0.551 2.344 1.073
C -0.869 -0.455 1.928
C 0.954 -1.715 -2.168
C 1.167 -0.841 -1.478
N -1.793 -1.960 2.066
O 0.860 -0.364 0.246
O 0.565 0.204 0.728
O -0.101 0.172 -0.615
F -0.613 -0.431 -0.746
F -0.448 0.970 0.366
S -1.854 1.821 -2.122
H -1.208 0.753 0.794
H -0.854 -1.763 4.029
H 0.235 0.001 0.715
H 1.166 -1.237 -0.639
H -0.023 -0.374 -1.864
H -0.512 -1.051 -0.876
H 0.637 0.478 1.251
H -1.678 1.259 0.841
H 0.528 0.665 -0.752
H -1.245 -0.567 1.694
H -0.456 0.696 1.048

Output
max |F| = 6.92 eV Å⁻¹
spin multiplicity = 1
orbital gap (spin up / spin down) = 7.6 / 8.3 eV